No. 1
Here is C6H11N3O as an isolated structure in a non-equilibrium geometry from the OMol25 dataset. Energies are from the ωB97M-V functional and the def2-TZVPD basis.

CARTESIAN COORDINATES (ANGSTROEM)
C: 0.4526 -0.9570 -1.0895
C: -0.7700 -1.2888 -0.6910
C: 1.1440 0.0703 -0.2140
C: 1.6923 1.3761 -0.8154
C: -2.7087 -0.3756 0.5327
C: 2.1101 -0.4404 0.8618
N: 3.3369 -0.8344 0.1802
N: -0.4504 0.4636 0.7976
N: -1.2966 -0.6034 0.3003
O: 4.2757 -0.0144 0.1948
H: 1.0656 -1.6541 -1.7526
H: -1.4347 -1.9272 -1.3661
H: 0.9158 2.1046 -1.0301
H: 2.4478 1.0658 -1.5700
H: 2.4583 1.9986 -0.1625
H: -3.2214 -1.2881 0.2925
H: -2.7367 -0.2406 1.6067
H: -2.9517 0.5371 -0.0701
H: 1.6232 -1.3485 1.2138
H: 2.3439 0.5084 1.5063
H: -0.2474 0.5698 1.8140

Computed properties:
Kohn-Sham gap	7.0	eV
relative energy (zero: lowest compared OMol25 entry of this formula, charge and spin)	7.6123	eV
LUMO	-0.357	eV
HOMO energy	-7.38	eV
multiplicity	1


No. 2
Here is a 2-piece molecular cluster, C6H11N3O overall in a non-equilibrium geometry from the OMol25 dataset. Energies are from the ωB97M-V functional and the def2-TZVPD basis.

CARTESIAN COORDINATES (ANGSTROEM)
C: -2.0514 3.1640 0.0633
C: 1.3161 2.3791 -0.7607
C: -0.7741 2.4795 -0.2834
C: -0.3593 1.2196 0.0540
N: 0.2972 3.1887 -0.7689
N: 0.9572 1.1363 -0.3261
H: 2.3414 2.5844 -1.0011
H: 1.5620 0.4702 0.1355
H: -0.7931 0.4132 0.5972
H: -2.1806 3.3077 1.1399
H: -2.9608 2.6290 -0.2205
H: -2.0892 4.1313 -0.4345
C: -0.8758 -3.3506 1.2929
C: 0.3358 -2.9987 0.4364
O: 1.2244 -2.2684 0.8221
N: 0.3382 -3.5641 -0.7952
H: -0.5393 -4.2360 1.8485
H: -1.7838 -3.5334 0.7375
H: 1.0895 -3.3260 -1.4226
H: -0.3500 -4.2619 -1.0091
H: -1.0215 -2.5457 2.0051

Computed properties:
Kohn-Sham gap	8.9	eV
SMILES string	Cc1c[nH]cn1.CC(N)=O
relative energy (zero: lowest compared OMol25 entry of this formula, charge and spin)	0.3165	eV
LUMO	0.641	eV
HOMO energy	-8.31	eV
multiplicity	1


No. 3
Here is one molecule with the formula C6H11N3O2S in a non-equilibrium geometry from the OMol25 dataset. Energies are from the ωB97M-V functional and the def2-TZVPD basis.

CARTESIAN COORDINATES (ANGSTROEM)
C: 1.6821 1.0739 1.1285
C: 2.7278 1.7117 0.1794
C: 2.3044 -0.6968 -0.3234
C: -1.1302 -0.4657 -0.0358
C: -1.2781 -0.8994 -1.4299
C: -2.2247 -0.8957 0.9783
N: -1.7180 1.8443 -0.5716
N: 1.3293 -0.1276 0.3689
N: -1.0253 1.0217 -0.0269
O: -2.7997 1.6672 -1.1218
O: 0.1962 -0.8100 0.6756
S: 3.5772 0.4488 -0.7272
H: 1.9909 0.7001 2.0846
H: 0.9152 1.7706 1.2893
H: 2.1027 2.3453 -0.3707
H: 3.5010 2.2725 0.5921
H: 2.4422 -1.7632 -0.4194
H: -1.5342 -1.9902 -1.5381
H: -0.5606 -0.5000 -2.0277
H: -2.2098 -0.5343 -1.8537
H: -3.1783 -0.6585 0.4314
H: -2.1507 -0.2910 1.9030
H: -2.1280 -1.9538 1.2111

Computed properties:
Kohn-Sham gap	4.4	eV
relative energy (zero: lowest compared OMol25 entry of this formula, charge and spin)	8.7336	eV
LUMO	-1.430	eV
HOMO energy	-5.88	eV
multiplicity	1


No. 4
Here is a 2-piece molecular cluster, C6H11N3O2Si2 overall in a non-equilibrium geometry from the OMol25 dataset. Energies are from the ωB97M-V functional and the def2-TZVPD basis.

CARTESIAN COORDINATES (ANGSTROEM)
C: -2.0893 0.6973 2.5464
C: -1.0117 0.5197 1.6437
C: -1.1930 -0.4174 0.7003
C: -3.2747 -1.1036 1.6574
C: 0.7014 -0.4770 -2.0996
C: -0.2219 0.4931 -2.6291
N: -3.1210 -0.0653 2.5231
N: -2.2616 -1.1827 0.5788
N: 0.3331 -1.1633 -1.0270
O: -4.1961 -1.9102 1.6614
O: 1.7509 -0.7037 -2.7378
Si: 0.3045 1.8590 1.4868
Si: 1.4120 -2.4149 -0.4081
H: -1.9363 1.3720 3.2976
H: -0.7818 0.2158 -3.5789
H: 0.4036 1.3242 -2.8048
H: -0.9957 0.6654 -1.9788
H: -2.4932 -1.9570 0.0156
H: 1.8060 1.3190 1.1896
H: 0.4031 2.6674 2.7077
H: -0.0676 2.7037 0.3547
H: 2.7340 -1.8281 -0.3627
H: 1.0764 -2.8414 1.0338
H: 1.0425 -3.6858 -1.0549

Computed properties:
Kohn-Sham gap	7.0	eV
relative energy (zero: lowest compared OMol25 entry of this formula, charge and spin)	3.7623	eV
LUMO	-2.714	eV
HOMO energy	-9.73	eV
multiplicity	1


No. 5
Here is a 2-piece molecular cluster, C6H11N4 overall in a non-equilibrium geometry from the OMol25 dataset. Energies are from the ωB97M-V functional and the def2-TZVPD basis.

CARTESIAN COORDINATES (ANGSTROEM)
C: -1.6506 -1.3785 -0.5217
C: -1.8995 0.4817 0.5549
C: -1.9593 1.7907 0.8317
C: -1.0162 0.5693 -1.8042
C: 1.5740 -0.7508 -0.0586
C: 1.7537 0.2086 1.0797
N: -2.0608 -1.7070 0.6687
N: -2.2382 -0.6505 1.3485
N: -1.4325 -0.0047 -0.7031
N: 1.0802 -1.9444 0.0941
H: -1.7525 -2.0055 -1.3640
H: -1.6241 2.5826 0.1589
H: -2.5796 1.9937 1.7549
H: -0.5439 1.4886 -1.7943
H: -0.8620 0.1976 -2.7627
H: 1.9214 -0.4800 -1.0210
H: 2.1288 1.0949 0.6300
H: 2.5349 -0.3038 1.5391
H: 0.9786 0.3052 1.7994
H: 0.6690 -2.2800 0.9895
H: 1.2821 -2.6295 -0.5612

Computed properties:
net charge	+1
Kohn-Sham gap (alpha / beta)	6.3 / 6.5	eV
relative energy (zero: lowest compared OMol25 entry of this formula, charge and spin)	5.2999	eV
LUMO (alpha / beta)	-5.023 / -4.997	eV
HOMO energy (alpha / beta)	-11.34 / -11.46	eV
multiplicity	1


No. 6
Here is an isolated ion of composition C6H11N4 and charge +1 in a non-equilibrium geometry from the OMol25 dataset. Energies are from the ωB97M-V functional and the def2-TZVPD basis.

CARTESIAN COORDINATES (ANGSTROEM)
C: 0.3862 0.2566 -0.0755
C: 0.2695 0.5345 1.2505
C: -1.8924 -0.7892 -0.7202
C: -0.4277 -0.7467 -0.8151
C: 1.4028 1.0713 -0.8690
C: 0.9430 1.6661 1.9125
N: -0.4453 -0.2786 2.0466
N: -1.0073 -1.2736 2.0235
N: -1.1972 -3.0683 -0.1208
N: -1.1812 -1.7393 0.0624
H: -2.1326 -0.0312 -0.0108
H: -2.4217 -1.2022 -1.5344
H: 0.0838 -1.0849 -1.7134
H: 1.3320 2.1619 -0.4984
H: 1.2850 1.0557 -1.8783
H: 2.2849 0.6290 -0.4989
H: 1.0870 2.4951 1.2241
H: 1.9925 1.2607 2.0969
H: 0.6075 1.9633 2.8556
H: -0.5533 -3.4414 0.4895
H: -2.1140 -3.4898 -0.1259

Computed properties:
net charge	+1
Kohn-Sham gap	8.0	eV
SMILES string	C/C([N+]#N)=C(\C)[C@@H]1CN1N
relative energy (zero: lowest compared OMol25 entry of this formula, charge and spin)	5.4202	eV
LUMO	-4.839	eV
HOMO energy	-12.85	eV
multiplicity	1